(1)
Density functional theory data (ωB97M-V/def2-TZVPD) for 2 unconnected molecules or ions with the total composition C4H12P2S.

Each line ends with the Löwdin charge.
CARTESIAN COORDINATES (ANGSTROEM)
C 0.7291 2.8733 1.2253  -0.32
C -1.2739 2.4744 -0.7006  -0.30
C 0.0581 -0.7416 -1.5465  -0.39
C -0.2554 -3.6583 0.7379  -0.08
P 0.3179 2.0881 -0.3869  0.68
P 0.3616 -0.1106 0.1619  0.22
S 2.2520 -0.5613 0.5509  0.06
H 1.7071 2.7627 1.6204  0.02
H 0.0481 2.4055 1.8893  0.02
H 0.4510 3.9388 1.0718  0.05
H -1.5294 2.1187 -1.6914  -0.01
H -1.6963 3.3842 -0.3100  0.01
H 0.1212 -4.1158 -0.2226  0.04
H 0.9520 -0.9841 -1.9947  -0.02
H -0.5676 -1.7313 -1.3833  0.06
H -0.5765 0.0298 -1.9902  0.00
H 0.5399 -2.8685 0.8146  -0.04
H -1.1274 -3.0662 0.5128  -0.02
H -0.5117 -4.2379 1.6413  0.03

Cartesian forces (eV/Å) of the 6 atoms listed first:
-1.0572 1.0932 -1.3235
0.5968 0.6287 -0.8308
-3.7447 -1.4663 2.2936
1.1885 1.2642 -1.2176
0.7969 -0.0674 0.8895
1.4297 -0.5770 -0.3045

Calculated values
Net charge: 0
Energy relative to the best compared isomer or geometry (same formula, charge and spin): 261.2 kJ/mol
DFT total energy: -1240.39235 a.u.
LUMO (alpha / beta): -1.9136 / -1.3191 eV
Gap between HOMO and LUMO (alpha / beta): 5.75 / 6.68 eV
HOMO (alpha / beta): -7.66 / -8.00 eV


(2)
Density functional theory data (ωB97M-V/def2-TZVPD) for 2 unconnected molecules or ions with the total composition CH2N2O3.

Each line ends with the Löwdin charge.
CARTESIAN COORDINATES (ANGSTROEM)
C -0.8018 0.0083 -0.0028  0.03
N 0.6196 -1.5642 -0.5799  0.14
N 0.1859 0.9891 0.0779  -0.51
O 1.3504 -1.7773 0.2661  0.09
O 0.7669 1.1151 1.1460  0.03
O 0.4586 1.6113 -0.9363  0.03
H -1.1790 -0.3821 0.9270  0.09
H -1.4006 -0.0001 -0.8979  0.09

Cartesian forces (eV/Å) of the 6 atoms listed first:
0.2160 -1.5155 -0.5329
0.0805 0.4587 1.2461
-0.0644 0.1567 0.0678
-0.7609 0.3532 -0.9212
0.2583 -0.0272 0.4301
0.1548 0.2472 -0.4163

Calculated values
Net charge: 0
Energy relative to the best compared isomer or geometry (same formula, charge and spin): 455.4 kJ/mol
DFT total energy: -374.30568 a.u.
LUMO (alpha / beta): -1.1722 / -1.4204 eV
Gap between HOMO and LUMO (alpha / beta): 8.48 / 8.24 eV
HOMO (alpha / beta): -9.65 / -9.66 eV


(3)
Density functional theory data (ωB97M-V/def2-TZVPD) for C8H11N3 in the gas phase.

Each line ends with the Löwdin charge.
CARTESIAN COORDINATES (ANGSTROEM)
C 3.2221 1.3047 0.1545  -0.07
C 2.8458 -1.4166 -0.0819  -0.06
C -1.1251 -0.1858 -0.2528  -0.27
C -1.9139 -1.2965 -0.0997  -0.05
C -3.2922 -1.0480 0.2530  -0.06
C -3.7769 0.2937 0.1213  -0.15
C -2.8911 1.2616 -0.1289  -0.16
C -1.5097 1.1236 -0.2399  -0.05
H 4.0320 1.5887 -0.6796  0.10
H 2.4540 2.0980 0.0087  0.05
H 3.7475 1.6315 1.2425  0.12
H 3.8498 -1.5093 -0.2821  0.05
H 2.5863 -1.9955 0.7476  0.07
H 2.4142 -1.8213 -0.9935  0.08
H -1.6169 -2.2808 -0.0473  0.07
H -3.7917 -1.9377 0.6069  0.09
H -4.9428 0.5690 0.5842  0.17
H -3.4445 2.2369 -0.4501  0.13
H -0.7529 1.8752 -0.3760  0.10
N 2.4561 -0.0252 0.1189  -0.23
N 1.1377 0.2657 0.1112  0.00
N 0.3123 -0.7319 -0.3173  0.07

Cartesian forces (eV/Å) of the 6 atoms listed first:
1.6459 1.2324 1.1990
-0.7989 1.5023 -1.4752
4.3792 -2.7181 0.1694
-4.8693 2.6828 1.1913
1.9757 0.6717 -1.0271
-3.8583 -3.4237 3.2231

Calculated values
Net charge: 0
Energy relative to the best compared isomer or geometry (same formula, charge and spin): 414.8 kJ/mol
DFT total energy: -475.52796 a.u.
LUMO: 0.7692 eV
Gap between HOMO and LUMO: 8.95 eV
HOMO: -8.18 eV


(4)
Density functional theory data (ωB97M-V/def2-TZVPD) for 3 unconnected molecules or ions with the total composition C20H48N3S.

Each line ends with the Löwdin charge.
CARTESIAN COORDINATES (ANGSTROEM)
C 2.0523 1.7757 -6.0411  -0.15
C 0.8889 2.6621 -5.6289  -0.51
S -0.6170 1.8291 -5.0144  0.90
C -0.0955 0.2026 -4.4836  -0.46
N 0.2053 0.1243 -3.0250  0.01
C -0.3257 1.1133 -2.1997  -0.47
N -1.6028 1.0372 -1.8110  0.23
N 0.4578 2.0445 -1.7330  0.13
C 1.9127 2.1368 -1.9267  -0.12
C 2.7321 1.4879 -0.7948  -0.38
C 2.0938 0.2019 -0.2763  -0.08
C 4.1777 1.2389 -1.2769  -0.04
H 1.7793 1.1001 -6.8547  0.09
H 2.8733 2.4114 -6.3793  0.09
H 2.4326 1.1759 -5.2091  0.06
H 1.2164 3.3913 -4.8845  0.06
H 0.5289 3.2227 -6.4937  0.07
H 0.8039 -0.1016 -5.0151  0.07
H -0.8880 -0.5004 -4.7519  0.08
H 0.0028 -0.7922 -2.6392  0.14
H -2.2397 0.6120 -2.4692  0.13
H -2.0036 1.8312 -1.3281  0.13
H 0.0431 2.7591 -1.1470  0.17
H 2.1620 1.7173 -2.9005  0.10
H 2.1258 3.2078 -1.9681  0.14
H 2.7828 2.2029 0.0332  0.12
H 2.1442 -0.5996 -1.0202  0.08
H 2.6245 -0.1538 0.6103  0.09
H 1.0518 0.3367 0.0253  0.05
H 4.3118 1.5169 -2.3273  0.08
H 4.8976 1.8270 -0.7071  0.08
H 4.4420 0.1846 -1.1843  0.08
C 0.5564 4.2531 4.4597  -0.10
C 1.4368 3.1775 3.8326  -0.26
C 0.9400 2.7024 2.4686  -0.24
C -0.4496 2.0610 2.4798  -0.23
C -0.5996 0.8545 3.4071  -0.25
C 0.3410 -0.2866 3.0407  -0.11
H -0.4562 3.8918 4.6447  0.07
H 0.9637 4.5817 5.4154  0.07
H 0.4865 5.1280 3.8095  0.08
H 1.5183 2.3264 4.5137  0.10
H 2.4511 3.5665 3.7153  0.11
H 1.6653 1.9942 2.0543  0.08
H 0.9238 3.5593 1.7833  0.11
H -0.6919 1.7396 1.4556  0.08
H -1.1993 2.8118 2.7420  0.10
H -1.6333 0.5043 3.3477  0.10
H -0.4397 1.1491 4.4467  0.11
H 0.1668 -0.5891 2.0051  0.04
H 0.1857 -1.1592 3.6752  0.08
H 1.3888 0.0031 3.1382  0.07
C -1.6237 -6.4215 1.2783  -0.11
C -1.8973 -5.2395 2.2026  -0.27
C -3.2838 -4.6248 2.0156  -0.23
C -3.5515 -4.0553 0.6209  -0.23
C -2.5529 -2.9928 0.1657  -0.27
C -2.5269 -1.7585 1.0618  -0.12
H -1.6578 -6.1307 0.2268  0.06
H -0.6383 -6.8482 1.4677  0.07
H -2.3626 -7.2108 1.4290  0.08
H -1.1262 -4.4761 2.0586  0.09
H -1.8029 -5.5672 3.2404  0.11
H -3.4305 -3.8432 2.7660  0.10
H -4.0405 -5.3857 2.2264  0.11
H -4.5579 -3.6254 0.6077  0.11
H -3.5630 -4.8666 -0.1110  0.10
H -2.8083 -2.6917 -0.8557  0.10
H -1.5490 -3.4250 0.1136  0.10
H -3.5105 -1.2854 1.1055  0.08
H -1.8148 -1.0185 0.6859  0.04
H -2.2275 -2.0065 2.0807  0.06

Cartesian forces (eV/Å) of the 6 atoms listed first:
-0.0577 -0.0734 0.0339
0.2361 0.1747 0.0647
-0.1437 -0.0517 -0.3152
0.2367 -0.0664 0.0764
0.0328 -0.0305 0.1073
0.0891 -0.2281 0.0052

Calculated values
Net charge: +1
Energy relative to the best compared isomer or geometry (same formula, charge and spin): 0.0 kJ/mol
DFT total energy: -1353.07764 a.u.
LUMO: -2.9013 eV
Gap between HOMO and LUMO: 9.50 eV
HOMO: -12.40 eV


(5)
Density functional theory data (ωB97M-V/def2-TZVPD) for a molecular structure, C37H61BN6O3PS5Sc.

Each line ends with the Löwdin charge.
CARTESIAN COORDINATES (ANGSTROEM)
Sc -0.0602 -0.1157 -0.3846  0.23
C -5.4594 2.0374 -2.8648  -0.06
C -4.0780 2.2132 -2.2327  -0.55
C -3.0928 1.3041 -2.9627  -0.06
C -3.6782 3.6860 -2.3491  -0.05
N -4.1456 1.8295 -0.7967  0.01
C -5.2887 1.3669 -0.1590  -0.05
C -4.9611 1.1138 1.1155  -0.07
N -3.6246 1.4079 1.2871  0.03
B -2.9531 1.0438 2.6311  -0.60
N -1.7983 2.0120 2.9884  0.03
C -2.1258 3.2742 3.4409  -0.06
C -0.9924 3.9580 3.6395  -0.05
N 0.0621 3.1181 3.3085  0.01
C -0.4487 1.9180 2.8781  -0.65
S 0.4482 0.5673 2.3536  0.75
C 1.4916 3.5074 3.4067  -0.55
C 1.5896 4.9389 3.9397  -0.06
C 2.2022 2.5773 4.3912  -0.04
C 2.1393 3.4692 2.0281  -0.03
N -2.5047 -0.4325 2.7287  0.03
C -2.1074 -0.9181 3.9598  -0.08
C -1.5137 -2.1089 3.7746  -0.06
N -1.5380 -2.3716 2.4129  0.00
C -2.1740 -1.3414 1.7857  -0.68
S -2.5460 -1.2777 0.1191  0.70
C -0.9296 -3.5582 1.7533  -0.52
C -0.0452 -3.1336 0.5631  -0.07
C -2.0455 -4.5021 1.2987  -0.03
C -0.0453 -4.2746 2.7710  -0.05
C -3.1173 1.8264 0.0995  -0.68
S -1.5072 2.3328 -0.1816  0.70
H -5.3903 2.3342 -3.9103  0.09
H -6.2112 2.6693 -2.3877  0.08
H -5.7844 0.9954 -2.8337  0.09
H -3.1147 1.5296 -4.0323  0.09
H -3.3566 0.2535 -2.8248  0.08
H -2.0757 1.4455 -2.6053  0.02
H -3.6548 3.9740 -3.4022  0.09
H -2.6924 3.8511 -1.9172  0.03
H -4.4053 4.3182 -1.8323  0.09
H -6.2336 1.2672 -0.6570  0.11
H -5.5604 0.7433 1.9296  0.12
H -3.8006 1.2103 3.4797  0.12
H -3.1516 3.5681 3.5865  0.12
H -0.8514 4.9599 3.9969  0.10
H 1.1494 5.0368 4.9354  0.08
H 1.1212 5.6548 3.2610  0.09
H 2.6454 5.1957 4.0150  0.09
H 1.7597 2.6665 5.3874  0.09
H 3.2561 2.8583 4.4505  0.09
H 2.1353 1.5419 4.0617  0.02
H 1.5956 4.1231 1.3419  0.09
H 2.1537 2.4634 1.6178  0.04
H 3.1711 3.8192 2.0977  0.09
H -2.2523 -0.3466 4.8613  0.12
H -1.0538 -2.7651 4.4898  0.11
H -0.6019 -3.0597 -0.3630  0.02
H 0.7612 -3.8533 0.4222  0.08
H 0.4407 -2.1761 0.7849  0.05
H -2.6962 -3.9922 0.5909  0.05
H -2.6357 -4.8445 2.1536  0.09
H -1.6084 -5.3724 0.8038  0.07
H 0.7466 -3.6147 3.1340  0.10
H 0.4210 -5.1241 2.2734  0.09
H -0.6183 -4.6604 3.6177  0.08
C 0.1069 -6.0386 -1.7956  -0.09
C -0.1102 -5.3917 -3.1469  -0.33
O -0.5774 -4.0430 -2.9970  -0.36
P 0.4775 -2.8215 -3.2729  -0.15
S -0.5461 -1.1651 -2.8230  0.32
S 2.2333 -3.1477 -2.5019  0.26
O 0.6160 -2.8892 -4.8903  -0.36
C -0.5289 -2.6812 -5.7244  -0.32
C -0.7682 -3.9082 -6.5791  -0.08
H 0.4048 -7.0824 -1.9220  0.07
H -0.8136 -6.0016 -1.2084  0.06
H 0.8957 -5.5073 -1.2624  0.04
H -0.8782 -5.9262 -3.7100  0.11
H 0.8145 -5.4036 -3.7260  0.09
H -0.3151 -1.8107 -6.3477  0.11
H -1.4034 -2.4474 -5.1160  0.08
H 0.1190 -4.1409 -7.1705  0.08
H -1.6064 -3.7359 -7.2590  0.07
H -1.0027 -4.7696 -5.9531  0.06
C 4.2538 -0.8272 2.7979  -0.07
C 4.1119 -1.0376 1.2896  -0.37
C 5.2127 -1.9587 0.7572  -0.06
C 4.0789 0.2754 0.5369  -0.14
C 5.1359 1.1708 0.5949  -0.06
C 5.1098 2.3670 -0.1065  -0.11
C 4.0029 2.6673 -0.8894  -0.06
C 2.9186 1.8068 -0.9749  -0.14
C 1.7487 2.1060 -1.8874  -0.39
C 1.3719 3.5811 -1.9673  -0.08
C 2.0097 1.5268 -3.2826  -0.06
C 2.9431 0.5873 -0.2503  -0.31
O 1.9318 -0.2413 -0.2960  -0.26
H 4.2527 -1.7866 3.3247  0.07
H 3.4235 -0.2262 3.1768  0.05
H 5.1893 -0.3119 3.0415  0.07
H 3.1520 -1.5190 1.1015  0.12
H 6.2032 -1.5143 0.9005  0.07
H 5.0723 -2.1403 -0.3105  0.08
H 5.1970 -2.9231 1.2741  0.07
H 6.0046 0.9268 1.2010  0.10
H 5.9447 3.0563 -0.0525  0.08
H 3.9892 3.5997 -1.4443  0.10
H 0.8445 1.5874 -1.5355  0.04
H 2.1569 4.1745 -2.4425  0.07
H 1.1803 3.9914 -0.9729  0.06
H 0.4627 3.6975 -2.5621  0.07
H 2.8494 2.0446 -3.7566  0.08
H 1.1262 1.6281 -3.9189  0.07
H 2.2442 0.4653 -3.2105  0.07

Cartesian forces (eV/Å) of the 6 atoms listed first:
-0.5191 -0.2072 0.3473
0.0125 -0.0533 0.0673
0.0232 0.0970 -0.1468
0.0207 -0.0464 -0.0819
0.0164 0.0039 0.0545
0.0254 -0.1051 0.1568

Calculated values
Net charge: -1
Spin multiplicity: 2
Energy relative to the best compared isomer or geometry (same formula, charge and spin): 0.0 kJ/mol
DFT total energy: -5119.08086 a.u.
LUMO (alpha / beta): 2.3491 / 2.3489 eV
Gap between HOMO and LUMO (alpha / beta): 4.56 / 6.91 eV
HOMO (alpha / beta): -2.21 / -4.56 eV


(6)
Density functional theory data (ωB97M-V/def2-TZVPD) for a molecular structure, C21H40AsBBeClF3N5NaO21RbS2.

Each line ends with the Löwdin charge.
CARTESIAN COORDINATES (ANGSTROEM)
C 2.8838 3.3115 3.3331  -0.15
C 2.3756 2.0584 3.1442  -0.22
As 1.7361 1.2572 1.2627  1.03
N 3.3025 1.8666 0.4062  -0.11
C 0.8604 3.0628 0.7398  -0.31
C 0.4328 3.1625 -0.6883  -0.51
C -1.0311 3.0071 -1.0622  -0.04
N 1.3224 3.4128 -1.5636  0.14
C 2.7656 -0.4529 1.7642  -0.20
C 3.9320 -0.8654 0.8663  -0.34
O 5.1780 -0.4025 1.3288  0.01
C 4.0473 -2.3978 0.9191  -0.57
F 3.9579 -2.8801 2.1782  0.12
F 3.0797 -2.9911 0.1820  0.13
F 5.2187 -2.8067 0.4138  0.15
N 1.0929 0.4941 -0.5362  0.07
C 0.4610 -0.5158 -0.5680  -0.45
O -0.2059 -1.5125 -0.5630  0.03
B 0.0875 0.5512 2.2363  -0.48
O 0.3643 -0.2931 3.3865  -0.10
C -1.3936 0.8254 1.8611  -0.15
C -2.2238 -0.4533 2.2143  -0.08
H 2.2101 4.1806 3.2877  -0.21
H 3.9369 3.4898 3.5484  0.08
H 2.3747 1.3717 3.9947  0.02
H 3.1503 2.6980 -0.1539  0.01
H 4.0845 1.9826 1.0346  0.03
H -0.0154 3.3088 1.3598  0.02
H 1.5794 3.8878 0.8580  0.04
H -1.2442 1.9971 -1.4074  0.07
H -1.6611 3.2220 -0.1974  0.07
H -1.2844 3.7510 -1.8136  0.08
H 0.8936 3.4515 -2.4872  0.06
H 2.0896 -1.3066 1.8551  0.07
H 3.2115 -0.3149 2.7526  0.07
H 3.7854 -0.6220 -0.1859  0.14
H 5.0698 0.1254 2.1248  0.09
H 0.3642 -1.1947 3.0296  0.11
H -1.4845 0.9670 0.7867  0.08
H -1.8078 1.6725 2.4143  0.12
H -2.4949 -0.4634 3.2653  0.08
H -1.5992 -1.3250 1.9911  0.06
H -3.0603 -0.4471 1.5299  0.02
Rb 0.8885 5.3273 2.9669  1.09
O -5.0866 -0.1458 -1.5371  -0.41
Cl -5.7479 0.0318 -0.2520  0.67
O -6.2085 1.3728 -0.0880  -0.32
O -4.7200 -0.2587 0.7559  -0.41
O -6.8226 -0.9000 -0.1130  -0.32
C -5.7250 2.2247 -5.9518  -0.19
C -6.7916 3.2852 -5.7989  -0.28
O -7.4035 3.0008 -4.5460  -0.27
S -6.3042 2.3926 -3.5235  0.59
O -5.8126 3.4431 -2.7136  -0.20
O -6.8054 1.1880 -2.9913  -0.22
O -5.1860 2.0651 -4.6379  -0.19
H -6.1566 1.2696 -6.2679  0.10
H -4.9412 2.5168 -6.6457  0.14
H -7.5411 3.2449 -6.5986  -0.02
H -6.3572 4.2871 -5.7575  0.14
N -2.7947 -1.8504 -1.0361  0.31
H -2.6066 -2.1935 -1.9754  0.13
H -1.9333 -1.4464 -0.6427  0.07
H -3.5508 -1.1359 -1.0684  0.08
H -3.1064 -2.6200 -0.4459  0.15
Be -9.0440 1.7189 -6.6556  0.39
C 7.0171 -4.8808 3.5705  -0.15
C 6.0980 -3.8683 4.2086  -0.16
O 6.0138 -4.2989 5.5901  -0.20
S 7.3972 -4.9572 6.0321  0.58
O 8.1809 -4.0137 6.7387  -0.21
O 7.1136 -6.2343 6.5936  -0.25
O 8.0121 -5.1501 4.5719  -0.18
H 6.4986 -5.8185 3.3515  0.13
H 7.4853 -4.5000 2.6675  0.14
H 5.1080 -3.8529 3.7712  0.11
H 6.5145 -2.8606 4.1699  0.10
C 2.0267 9.0877 0.1741  -0.99
O 2.8406 9.6693 -0.5690  0.03
O 0.9465 9.6328 0.5846  0.00
O 2.2112 7.8889 0.5942  -0.05
C 8.5015 -0.5432 4.3925  -0.96
O 8.0096 -1.5198 3.7896  0.03
O 7.8385 0.1645 5.2196  0.05
O 9.6942 -0.1441 4.2299  0.08
Na 0.7831 -0.0643 5.3008  0.78
C -3.2093 -4.2445 -4.6576  -0.12
C -4.4287 -4.4351 -5.5523  -0.26
C -5.5896 -3.5102 -5.1638  -0.19
C -6.0081 -3.7880 -3.7889  -0.24
N -6.3049 -4.0051 -2.7017  0.16
H -3.4466 -4.4853 -3.6192  0.06
H -2.3962 -4.9010 -4.9660  0.07
H -2.8473 -3.2136 -4.7036  0.07
H -4.7605 -5.4729 -5.4958  0.11
H -4.1502 -4.2453 -6.5901  0.11
H -6.4425 -3.6612 -5.8255  0.12
H -5.2920 -2.4627 -5.2356  0.12

Cartesian forces (eV/Å) of the 6 atoms listed first:
-0.2060 -0.3953 0.4506
-1.7971 1.1071 0.7717
0.5822 0.9738 0.4092
-0.3340 -0.3553 -0.1410
-0.7378 0.7337 -0.1634
0.0852 0.1820 -0.7004

Calculated values
Net charge: -1
DFT total energy: -6695.14281 a.u.
LUMO: -1.6320 eV
Gap between HOMO and LUMO: 1.18 eV
HOMO: -2.81 eV


Q: Among the records above, which one has the highest net charge?
A: C20H48N3S


Q: Which value of DFT total energy does entry 4 give?
A: -1353.07764 a.u.